[1]
A single C4H8N2O molecule at a distorted geometry, computed with ωB97M-V with the def2-TZVPD basis set.

Geometry (Å):
H -0.7126 -1.6200 3.0618
N -0.7310 -1.1916 2.1458
C 0.3600 -1.2127 1.4321
O 1.5111 -1.5637 1.3943
N -0.2706 -0.4372 0.1916
C 0.1148 -0.7462 -1.1806
C 0.4925 0.5508 -0.5655
C -0.1861 1.8424 -0.9296
H -1.2187 -0.4689 0.9114
H -0.6909 -0.7804 -1.9031
H 0.8739 -1.5153 -1.2641
H 1.5205 0.6224 -0.2212
H 0.3477 2.3271 -1.7483
H -0.1953 2.5250 -0.0787
H -1.2153 1.6684 -1.2459

Computed properties:
E, a.u.: -341.89167
Kohn-Sham gap, eV: 10.232
Largest force on an atom, eV/A: 1.51
Energy relative to the best compared isomer or geometry (same formula, charge and spin), kJ/mol: 294.0
Multiplicity: 1
Charge: 0
LUMO, eV: 0.9

Atomic partial charges in e from the Mulliken method, atoms 1 to 2:
1. H 0.2107
2. N -0.6694

***

[2]
A single C4H8N2O molecule, computed with ωB97M-V with the def2-TZVPD basis set.

Geometry (Å):
N 1.3412 -0.8328 -1.1832
C 1.2403 -0.8671 0.1776
O 1.5288 -1.8652 0.8131
C 0.7931 0.4296 0.8617
N -0.5186 1.0025 0.5936
C -1.6910 0.1602 0.6438
C -1.2579 0.7856 -0.6357
H 1.7164 -1.6491 -1.6424
H 1.1964 0.0085 -1.7172
H 0.8448 0.2174 1.9325
H 1.5410 1.2016 0.6405
H -1.5521 -0.9189 0.7371
H -2.5335 0.5664 1.2008
H -0.8775 0.1007 -1.3918
H -1.7714 1.6607 -1.0304

Computed properties:
E, a.u.: -341.93201
Kohn-Sham gap, eV: 9.961
Largest force on an atom, eV/A: 0.33
Energy relative to the best compared isomer or geometry (same formula, charge and spin), kJ/mol: 188.1
Multiplicity: 1
Charge: 0
LUMO, eV: 0.9

Atomic partial charges in e from the Mulliken method, atoms 1 to 2:
1. N -0.3772
2. C 0.6347

***

[3]
2 unconnected molecules or ions with the total composition C4H8N2O at a distorted geometry, computed with ωB97M-V with the def2-TZVPD basis set.

Geometry (Å):
C 1.9059 0.0435 0.5904
C 0.6990 -0.4368 -0.1845
O 0.3834 -1.6105 -0.2233
C -2.8770 -1.0038 0.5118
N -2.3059 -2.0265 0.5038
C -0.1157 0.6011 -0.9419
N -0.2869 1.7981 -0.1303
H 1.5919 0.5240 1.5231
H 2.4467 0.7946 0.0084
H 2.5493 -0.8019 0.8468
H 0.4572 0.8769 -1.8346
H -1.7263 -2.8416 0.4838
H -1.0590 0.1188 -1.2369
H -0.8870 2.4508 -0.6308
H -0.7754 1.5132 0.7143

Computed properties:
E, a.u.: -341.91311
Kohn-Sham gap, eV: 10.650
Largest force on an atom, eV/A: 1.24
Energy relative to the best compared isomer or geometry (same formula, charge and spin), kJ/mol: 237.7
Multiplicity: 1
Charge: 0
LUMO, eV: 0.9

Atomic partial charges in e from the Mulliken method, atoms 1 to 2:
1. C -1.0404
2. C 0.6742

***

[4]
2 unconnected molecules or ions with the total composition C4H8N2O at a distorted geometry, computed with ωB97M-V with the def2-TZVPD basis set.

Geometry (Å):
C 2.4157 0.6513 -0.4497
C 1.4893 -0.5100 -0.2450
O 1.2748 -1.3884 -1.0409
C 0.9090 -0.5371 1.1274
N 0.5405 -0.5153 2.2243
H 3.3048 0.4683 0.1654
H 2.7022 0.7279 -1.4990
H 1.9548 1.5776 -0.0947
C -2.4409 0.2966 0.2401
N -1.3123 -0.3909 -0.3724
H -2.7166 1.1538 -0.3807
H -2.1340 0.6762 1.2215
H -3.3357 -0.3276 0.3799
H -1.4798 -0.5912 -1.3527
H -1.1717 -1.2912 0.0767

Computed properties:
E, a.u.: -341.92650
Kohn-Sham gap, eV: 9.643
Largest force on an atom, eV/A: 1.10
Energy relative to the best compared isomer or geometry (same formula, charge and spin), kJ/mol: 202.5
Multiplicity: 1
Charge: 0
LUMO, eV: 0.1

Atomic partial charges in e from the Mulliken method, atoms 1 to 2:
1. C -1.0915
2. C 0.9081

***

[5]
A single C4H8N2O molecule, computed with ωB97M-V with the def2-TZVPD basis set.

Geometry (Å):
C -1.8937 -0.6767 -0.2703
C -0.6862 0.1671 -0.6335
N -0.4823 1.3655 0.2286
C 0.9376 1.0204 0.4825
C 0.6765 -0.3009 -0.1813
N 1.2775 -1.4109 -0.2308
O 2.5486 -1.2314 0.3753
H -2.8155 -0.1386 -0.5140
H -1.8958 -0.8845 0.8036
H -1.8866 -1.6250 -0.8176
H -0.6844 0.3978 -1.7098
H -0.6096 2.2469 -0.2547
H 1.2104 0.9599 1.5424
H 1.6897 1.6273 -0.0376
H 2.5470 -1.8835 1.0840

Computed properties:
E, a.u.: -341.86712
Kohn-Sham gap, eV: 10.329
Largest force on an atom, eV/A: 0.66
Energy relative to the best compared isomer or geometry (same formula, charge and spin), kJ/mol: 358.4
Multiplicity: 1
Charge: 0
LUMO, eV: 1.0

Atomic partial charges in e from the Mulliken method, atoms 1 to 2:
1. C -1.3286
2. C 0.3635

***

[6]
A molecular structure, C4H8N2O, computed with ωB97M-V with the def2-TZVPD basis set.

Geometry (Å):
N 0.7978 -1.2235 -0.7171
C 1.5904 -0.7588 0.2375
O 2.7373 -1.0317 0.5907
C 0.9023 0.3825 1.0705
N -0.4520 0.6615 0.6241
C -1.7322 -0.0081 0.3732
C -1.1702 1.1873 -0.2701
H 1.3153 -1.9117 -1.2664
H -0.1831 -0.2166 -1.7532
H 0.8370 0.0864 2.1146
H 1.4711 1.3098 0.9767
H -1.6649 -0.9451 -0.1743
H -2.4834 0.0866 1.1524
H -0.7220 0.3201 -2.0693
H -1.2433 2.0614 -0.8892

Computed properties:
E, a.u.: -341.78262
Kohn-Sham gap, eV: 7.934
Largest force on an atom, eV/A: 0.64
Energy relative to the best compared isomer or geometry (same formula, charge and spin), kJ/mol: 580.3
Multiplicity: 1
Charge: 0
LUMO, eV: -0.3

Atomic partial charges in e from the Mulliken method, atoms 1 to 2:
1. N -0.6186
2. C 0.4148

***

[7]
A single C4H8N2O molecule at a distorted geometry, computed with ωB97M-V with the def2-TZVPD basis set.

Geometry (Å):
H -0.9364 -0.5520 -2.3656
N -0.8557 -0.6476 -1.3546
C -0.3107 0.3584 -0.7923
C 0.1279 1.6173 -1.4949
C -0.0912 0.3410 0.6614
C 0.5032 -0.6876 1.3137
N 0.7221 -1.9309 0.8410
O -0.0056 -0.5766 2.7383
H -0.1379 1.6061 -2.5518
H 1.2114 1.7174 -1.4084
H -0.3217 2.4875 -1.0152
H -0.2178 1.2803 1.1716
H 0.9099 -2.6582 1.5115
H 0.2916 -2.1643 -0.0439
H -0.8890 -0.1906 2.7891

Computed properties:
E, a.u.: -341.89892
Kohn-Sham gap, eV: 8.734
Largest force on an atom, eV/A: 6.66
Energy relative to the best compared isomer or geometry (same formula, charge and spin), kJ/mol: 274.9
Multiplicity: 1
Charge: 0
LUMO, eV: 0.5

Atomic partial charges in e from the Mulliken method, atoms 1 to 2:
1. H 0.2199
2. N -0.7819

***

[8]
2 unconnected molecules or ions with the total composition C4H8N2O at a distorted geometry, computed with ωB97M-V with the def2-TZVPD basis set.

Geometry (Å):
C -1.3654 -0.5043 -0.7731
C -0.2320 0.4083 -0.4732
C -0.0413 1.5373 -1.3423
N 0.5224 2.5157 -0.5400
C 0.6201 1.9767 0.7581
N 0.2590 0.6819 0.8001
H -1.4375 -1.4384 -0.2925
H -2.3984 0.0769 -0.3050
H -1.4848 -0.3931 -1.8603
H -0.7496 1.8414 -2.1848
H 1.0135 3.4003 -0.8976
H 1.3013 2.3971 1.5039
O 1.2956 -3.7423 1.8189
H 1.6099 -4.3829 1.2245
H 1.0872 -4.3747 2.5635

Computed properties:
E, a.u.: -341.90301
Kohn-Sham gap, eV: 9.202
Largest force on an atom, eV/A: 4.27
Energy relative to the best compared isomer or geometry (same formula, charge and spin), kJ/mol: 264.2
Multiplicity: 1
Charge: 0
LUMO, eV: 1.0

Atomic partial charges in e from the Mulliken method, atoms 1 to 2:
1. C -1.0613
2. C 0.6781